Record 1
Here is a molecular structure, C25H29F3NO3PS2Sn from the OMol25 dataset. Energies are from ωB97M-V with the def2-TZVPD basis set.

Its maximum force is 0.49 eV/Å. As for the spin multiplicity: 1. As for the charge: +2.

Positions of all 65 atoms, in Å:
Sn: -0.476 0.557 1.179
F: 4.669 0.692 1.195
C: 4.628 1.310 2.375
F: 5.212 0.505 3.276
F: 5.380 2.415 2.283
C: 3.232 1.663 2.834
C: 3.127 2.253 4.087
C: 1.887 2.593 4.612
C: 0.771 2.316 3.855
N: 0.862 1.776 2.638
C: 2.066 1.447 2.097
S: 1.917 0.763 0.484
H: 4.028 2.439 4.658
H: 1.793 3.054 5.583
H: -0.230 2.532 4.208
O: -0.141 -3.539 -0.605
C: -0.250 -2.523 -1.536
O: -0.197 -1.393 -1.193
H: -0.367 -2.860 -2.573
C: -2.784 -5.364 -1.301
C: -1.432 -5.631 -1.965
P: -0.030 -5.120 -0.965
C: -0.075 -5.872 0.663
C: -0.052 -7.404 0.630
C: 1.523 -5.383 -1.838
C: 1.595 -6.682 -2.649
H: -3.581 -5.613 -1.997
H: -2.900 -4.317 -1.019
H: -2.919 -5.977 -0.410
H: -1.355 -5.148 -2.943
H: -1.278 -6.699 -2.155
H: -0.980 -5.500 1.150
H: 0.774 -5.473 1.223
H: -0.904 -7.814 0.088
H: -0.104 -7.777 1.651
H: 0.866 -7.789 0.189
H: 2.312 -5.328 -1.083
H: 1.668 -4.522 -2.497
H: 1.360 -7.563 -2.054
H: 2.608 -6.801 -3.028
H: 0.922 -6.653 -3.505
O: -1.291 1.974 -0.189
S: -1.804 3.084 -1.129
C: -2.642 4.227 -0.057
C: -3.996 4.425 -0.286
C: -4.691 5.314 0.523
C: -4.031 5.975 1.546
C: -2.672 5.762 1.768
C: -1.967 4.890 0.961
C: -0.433 4.099 -1.638
C: 0.858 3.903 -1.197
C: 1.857 4.752 -1.660
C: 1.551 5.770 -2.549
C: 0.242 5.946 -2.989
C: -0.761 5.106 -2.541
H: -4.497 3.894 -1.085
H: -5.745 5.486 0.353
H: -4.572 6.669 2.175
H: -2.167 6.296 2.561
H: -0.902 4.743 1.098
H: 1.096 3.101 -0.507
H: 2.874 4.609 -1.322
H: 2.330 6.429 -2.907
H: 0.004 6.736 -3.688
H: -1.781 5.240 -2.883

Here are the natural (NBO) charges for atoms 1 to 5, given in e:
1. Sn 1.2677
2. F -0.3050
3. C 0.9808
4. F -0.3118
5. F -0.3088

---

Record 2
Here is 5 unconnected molecules or ions with the total composition C3H17N3O5 from the OMol25 dataset. Energies are from ωB97M-V with the def2-TZVPD basis set.

Its maximum force is 0.91 eV/Å. As for the spin multiplicity: 1. Its SMILES is NCCNC(N)=O.O.O.O.O. Its energy above the lowest of the compared OMol25 structures with the same formula, charge and spin is 0.799 eV.

Positions of all 28 atoms, in Å:
C: 1.445 0.312 -1.552
N: 2.237 -0.516 -0.659
C: 2.201 -0.482 0.709
N: 1.471 0.494 1.305
O: 2.868 -1.291 1.365
C: -0.061 0.005 -1.468
N: -0.379 -1.162 -2.306
H: 1.746 0.061 -2.566
H: 1.702 1.363 -1.423
H: 2.942 -1.160 -0.972
H: 1.442 0.506 2.306
H: 0.932 1.185 0.791
H: -0.313 -0.194 -0.426
H: -0.594 0.886 -1.816
H: -0.630 -1.945 -1.708
H: -1.227 -0.988 -2.840
H: 0.827 -2.969 -0.022
H: 0.739 -2.529 1.418
O: 0.182 -2.690 0.645
H: -3.015 -1.346 0.706
H: -3.392 -0.083 -0.059
O: -2.968 -0.385 0.751
H: 0.032 3.406 0.621
H: -1.097 2.332 0.632
O: -0.278 2.608 0.175
H: -2.943 1.461 1.758
H: -1.622 1.199 2.383
O: -2.249 1.921 2.254

Here are the natural (NBO) charges for atoms 1 to 5, given in e:
1. C -0.2381
2. N -0.6456
3. C 0.7777
4. N -0.8728
5. O -0.7153

---

Record 3
Here is 2 unconnected molecules or ions with the total composition C12H14Cl2NO5 from the OMol25 dataset. Energies are from ωB97M-V with the def2-TZVPD basis set.

Its maximum force is 9.58 eV/Å. As for the spin multiplicity: 1. As for the charge: +1.

Positions of all 34 atoms, in Å:
C: 7.039 -2.982 -0.849
C: 5.610 -2.165 -0.736
Cl: 4.078 -3.184 -0.303
C: 5.474 -0.666 -0.936
Cl: 6.942 0.399 -1.343
N: 4.041 -0.133 -0.730
C: 3.102 -0.284 -1.907
C: 1.529 0.202 -1.795
C: 1.060 0.853 -0.348
C: -0.546 1.301 -0.259
O: -0.816 2.611 -0.040
O: -1.675 0.359 -0.455
C: 2.129 1.024 0.907
C: 3.680 0.470 0.618
H: 6.776 -4.066 -1.216
H: 7.719 -2.369 -1.577
H: 7.511 -3.020 0.231
H: 3.506 -0.751 -2.903
H: 0.784 0.053 -2.705
H: -1.385 -0.594 -0.339
H: 1.806 1.467 1.943
H: 4.533 0.514 1.451
C: -8.127 -0.207 1.132
O: -7.421 1.033 1.128
C: -6.071 0.906 1.107
O: -5.449 -0.145 1.094
O: -5.531 2.151 1.105
C: -4.105 2.173 1.085
H: -9.198 0.014 1.149
H: -7.908 -0.779 0.225
H: -7.881 -0.788 2.027
H: -3.725 1.696 0.176
H: -3.699 1.688 1.978
H: -3.783 3.218 1.085

Here are the natural (NBO) charges for atoms 1 to 5, given in e:
1. C -0.6734
2. C 0.0941
3. Cl 0.0038
4. C 0.0139
5. Cl 0.0743

---

Record 4
Here is a molecular structure, C22H24ClI2InOP2 from the OMol25 dataset. Energies are from ωB97M-V with the def2-TZVPD basis set.

Its maximum force is 2.60 eV/Å. As for the spin multiplicity: 1. As for the charge: +2. Its energy above the lowest of the compared OMol25 structures with the same formula, charge and spin is 0.000 eV.

Positions of all 53 atoms, in Å:
I: 1.722 -3.847 -2.859
I: -1.059 -3.943 -2.267
In: 0.535 -0.932 -1.924
P: -0.296 0.184 -4.075
C: -1.916 0.373 -4.830
C: 0.617 1.749 -4.368
H: 1.630 -1.218 -4.649
H: 0.659 -0.751 -6.105
H: 0.068 -2.039 -4.971
C: 0.611 -1.084 -5.059
H: 1.620 1.721 -3.912
H: 0.713 1.935 -5.449
H: -1.799 0.642 -5.881
H: -2.448 1.165 -4.305
H: 0.039 2.571 -3.919
H: -2.461 -0.565 -4.746
C: -2.675 -0.807 -1.957
O: -3.740 -0.553 -1.678
Cl: 2.920 -0.398 -2.079
C: 2.880 2.843 3.615
C: 3.457 2.019 2.642
C: 2.662 1.318 1.726
C: 1.243 1.326 1.828
C: 0.677 2.187 2.797
C: 1.489 2.916 3.681
P: 0.287 0.171 0.733
C: 0.648 -1.408 1.611
C: 1.098 -2.476 0.830
C: 1.515 -3.670 1.371
C: 1.574 -3.840 2.743
C: 1.161 -2.780 3.550
C: 0.694 -1.572 3.012
C: -1.466 0.572 1.217
C: -2.315 -0.218 2.017
C: -3.596 0.250 2.338
C: -4.056 1.473 1.880
C: -3.207 2.271 1.112
C: -1.914 1.846 0.799
H: 3.502 3.384 4.342
H: 4.545 1.939 2.622
H: 3.186 0.776 0.931
H: -0.402 2.345 2.901
H: 1.033 3.534 4.458
H: 1.219 -2.518 -0.272
H: 1.845 -4.438 0.681
H: 1.988 -4.757 3.156
H: 1.262 -2.904 4.624
H: 0.428 -0.764 3.706
H: -2.021 -1.195 2.412
H: -4.268 -0.378 2.911
H: -5.076 1.797 2.086
H: -3.562 3.218 0.725
H: -1.251 2.533 0.249

Here are the natural (NBO) charges for atoms 1 to 5, given in e:
1. I 0.2116
2. I 0.1617
3. In 0.9486
4. P 0.9473
5. C -0.9495

---

Number 1: frontier orbital gap 8.61 eV, E_HOMO -13.38 eV, E_LUMO -4.77 eV. Number 2: frontier orbital gap 9.26 eV, E_HOMO -9.08 eV, E_LUMO 0.18 eV. Number 3: frontier orbital gap 6.66 eV, E_HOMO -12.43 eV, E_LUMO -5.76 eV. Number 4: frontier orbital gap 5.44 eV, E_HOMO -14.20 eV, E_LUMO -8.76 eV.